Molecular formula: C62H160N10O21
Method: DFT, the ωB97M-V functional and the def2-TZVPD basis

Last columns: bonded neighbours and bond lengths (Å).
Element x y z (Å)
1 C -7.876 -20.225 2.075  C2 1.487, H4 1.090, H5 1.090, H6 1.090
2 C -7.719 -18.772 1.803  C1 1.487, O3 1.406, H7 1.090, H8 1.090
3 O -8.225 -18.466 0.527  C2 1.406, H9 0.960
4 H -7.433 -20.489 3.035  C1 1.090
5 H -7.502 -20.939 1.341  C1 1.090
6 H -8.941 -20.455 2.110  C1 1.090
7 H -6.697 -18.393 1.809  C2 1.090
8 H -8.210 -18.219 2.604  C2 1.090
9 H -7.719 -18.928 -0.145  O3 0.960
10 C -14.519 -19.436 9.023  C11 1.536, H13 1.090, H14 1.090, H15 1.090
11 C -15.069 -18.236 8.238  C10 1.536, O12 1.415, H16 1.090, H17 1.090
12 O -14.671 -18.349 6.885  C11 1.415, H18 0.960
13 H -13.441 -19.485 8.871  C10 1.090
14 H -14.775 -20.399 8.582  C10 1.090
15 H -14.732 -19.393 10.091  C10 1.090
16 H -14.654 -17.349 8.716  C11 1.090
17 H -16.138 -18.044 8.335  C11 1.090
18 H -14.858 -17.632 6.275  O12 0.960
19 C -8.198 -19.714 6.005  C20 1.549, H22 1.090, H23 1.090, H24 1.090
20 C -8.250 -20.284 7.444  C19 1.549, O21 1.369, H25 1.090, H26 1.090
21 O -8.203 -21.636 7.233  C20 1.369, H27 0.960
22 H -8.987 -20.149 5.392  C19 1.090
23 H -7.230 -19.771 5.507  C19 1.090
24 H -8.483 -18.662 5.969  C19 1.090
25 H -9.158 -19.907 7.914  C20 1.090
26 H -7.403 -20.103 8.106  C20 1.090
27 H -7.984 -22.136 8.023  O21 0.960
28 C -5.134 -26.282 4.719  O29 1.380, H37 1.090, H38 1.090, H39 1.090
29 O -5.595 -26.625 5.974  C28 1.380, C30 1.441
30 C -6.658 -25.757 6.414  O29 1.441, C31 1.486, H40 1.090, H41 1.090
31 C -7.287 -26.275 7.657  C30 1.486, N32 1.467, H42 1.090, H43 1.090
32 N -6.537 -25.967 8.879  C31 1.467, C33 1.415, H44 1.010
33 C -5.228 -26.500 8.952  N32 1.415, C34 1.500, H45 1.090, H46 1.090
34 C -4.703 -26.615 10.353  C33 1.500, O35 1.432, H47 1.090, H48 1.090
35 O -3.429 -27.267 10.405  C34 1.432, C36 1.442
36 C -2.962 -27.304 11.768  O35 1.442, H49 1.090, H50 1.090, H51 1.090
37 H -5.928 -26.211 3.975  C28 1.090
38 H -4.476 -27.026 4.270  C28 1.090
39 H -4.514 -25.386 4.720  C28 1.090
40 H -7.433 -25.852 5.653  C30 1.090
41 H -6.254 -24.750 6.510  C30 1.090
42 H -7.589 -27.322 7.679  C31 1.090
43 H -8.212 -25.708 7.763  C31 1.090
44 H -7.103 -26.236 9.672  N32 1.010
45 H -4.692 -25.769 8.346  C33 1.090
46 H -5.074 -27.477 8.494  C33 1.090
47 H -5.400 -27.238 10.913  C34 1.090
48 H -4.703 -25.634 10.829  C34 1.090
49 H -3.631 -27.880 12.408  C36 1.090
50 H -2.836 -26.270 12.087  C36 1.090
51 H -1.989 -27.793 11.722  C36 1.090
52 C -11.612 -21.705 11.990  O53 1.453, H61 1.090, H62 1.090, H63 1.090
53 O -12.302 -22.013 10.748  C52 1.453, C54 1.446
54 C -13.110 -23.211 10.793  O53 1.446, C55 1.505, H64 1.090, H65 1.090
55 C -13.536 -23.504 9.380  C54 1.505, N56 1.454, H66 1.090, H67 1.090
56 N -14.633 -24.459 9.390  C55 1.454, C57 1.479, H68 1.010
57 C -14.965 -24.799 7.990  N56 1.479, C58 1.612, H69 1.090, H70 1.090
58 C -16.120 -25.921 7.918  C57 1.612, O59 1.379, H71 1.090, H72 1.090
59 O -17.327 -25.616 8.510  C58 1.379, C60 1.435
60 C -17.989 -24.473 7.946  O59 1.435, H73 1.090, H74 1.090, H75 1.090
61 H -10.988 -22.528 12.338  C52 1.090
62 H -12.193 -21.412 12.864  C52 1.090
63 H -10.945 -20.857 11.836  C52 1.090
64 H -13.994 -23.135 11.426  C54 1.090
65 H -12.522 -24.018 11.231  C54 1.090
66 H -12.725 -23.833 8.730  C55 1.090
67 H -13.848 -22.560 8.933  C55 1.090
68 H -15.373 -23.949 9.850  N56 1.010
69 H -14.074 -25.357 7.700  C57 1.090
70 H -15.043 -23.954 7.307  C57 1.090
71 H -15.802 -26.893 8.293  C58 1.090
72 H -16.341 -26.024 6.856  C58 1.090
73 H -18.230 -24.630 6.895  C60 1.090
74 H -17.439 -23.532 7.942  C60 1.090
75 H -18.941 -24.454 8.476  C60 1.090
76 C -12.216 -11.691 9.957  O77 1.433, H85 1.090, H86 1.090, H87 1.090
77 O -13.054 -12.669 9.328  C76 1.433, C78 1.401
78 C -14.011 -13.144 10.235  O77 1.401, C79 1.540, H88 1.090, H89 1.090
79 C -13.379 -14.270 11.072  C78 1.540, N80 1.486, H90 1.090, H91 1.090
80 N -12.846 -15.336 10.184  C79 1.486, C81 1.472, H92 1.010
81 C -12.150 -16.345 10.998  N80 1.472, C82 1.542, H93 1.090, H94 1.090
82 C -11.149 -17.040 10.052  C81 1.542, O83 1.424, H95 1.090, H96 1.090
83 O -10.042 -16.164 9.870  C82 1.424, C84 1.436
84 C -9.150 -16.533 8.806  O83 1.436, H97 1.090, H98 1.090, H99 1.090
85 H -12.839 -10.805 10.081  C76 1.090
86 H -11.444 -11.508 9.210  C76 1.090
87 H -11.741 -12.044 10.872  C76 1.090
88 H -14.694 -13.597 9.516  C78 1.090
89 H -14.484 -12.352 10.816  C78 1.090
90 H -14.121 -14.600 11.799  C79 1.090
91 H -12.618 -13.804 11.699  C79 1.090
92 H -12.151 -14.903 9.594  N80 1.010
93 H -12.803 -17.079 11.470  C81 1.090
94 H -11.600 -15.785 11.755  C81 1.090
95 H -11.713 -17.321 9.162  C82 1.090
96 H -10.912 -17.990 10.530  C82 1.090
97 H -8.732 -17.536 8.718  C84 1.090
98 H -8.359 -15.787 8.880  C84 1.090
99 H -9.648 -16.358 7.852  C84 1.090
100 C -13.488 -21.575 5.747  O101 1.413, H109 1.090, H110 1.090, H111 1.090
101 O -12.747 -22.704 6.163  C100 1.413, C102 1.454
102 C -11.353 -22.660 5.752  O101 1.454, C103 1.505, H112 1.090, H113 1.090
103 C -10.651 -23.904 6.225  C102 1.505, N104 1.483, H114 1.090, H115 1.090
104 N -11.054 -25.132 5.496  C103 1.483, C105 1.416, H116 1.010
105 C -10.626 -26.421 5.894  N104 1.416, C106 1.540, H117 1.090, H118 1.090
106 C -11.654 -27.353 5.225  C105 1.540, O107 1.424, H119 1.090, H120 1.090
107 O -12.986 -27.089 5.655  C106 1.424, C108 1.438
108 C -13.976 -27.800 4.892  O107 1.438, H121 1.090, H122 1.090, H123 1.090
109 H -13.351 -21.547 4.666  C100 1.090
110 H -13.105 -20.641 6.160  C100 1.090
111 H -14.546 -21.626 6.004  C100 1.090
112 H -10.933 -21.723 6.117  C102 1.090
113 H -11.221 -22.595 4.672  C102 1.090
114 H -10.827 -24.015 7.295  C103 1.090
115 H -9.564 -23.827 6.203  C103 1.090
116 H -12.061 -25.142 5.566  N104 1.010
117 H -10.750 -26.614 6.959  C105 1.090
118 H -9.583 -26.561 5.613  C105 1.090
119 H -11.374 -28.400 5.338  C106 1.090
120 H -11.625 -27.208 4.145  C106 1.090
121 H -13.951 -28.884 4.998  C108 1.090
122 H -13.914 -27.608 3.821  C108 1.090
123 H -14.933 -27.558 5.354  C108 1.090
124 C -11.206 -18.337 2.666  O125 1.434, H133 1.090, H134 1.090, H135 1.090
125 O -11.247 -17.397 3.748  C124 1.434, C126 1.417
126 C -11.815 -17.930 4.932  O125 1.417, C127 1.526, H136 1.090, H137 1.090
127 C -11.757 -16.927 6.081  C126 1.526, N128 1.422, H138 1.090, H139 1.090
128 N -12.353 -15.683 5.737  C127 1.422, C129 1.456, H140 1.010
129 C -12.323 -14.679 6.791  N128 1.456, C130 1.502, H141 1.090, H142 1.090
130 C -12.146 -13.303 6.215  C129 1.502, O131 1.436, H143 1.090, H144 1.090
131 O -10.812 -13.078 5.734  C130 1.436, C132 1.439
132 C -10.504 -11.672 5.705  O131 1.439, H145 1.090, H146 1.090, H147 1.090
133 H -10.709 -17.991 1.760  C124 1.090
134 H -12.207 -18.706 2.441  C124 1.090
135 H -10.523 -19.170 2.833  C124 1.090
136 H -11.395 -18.888 5.236  C126 1.090
137 H -12.829 -18.211 4.650  C126 1.090
138 H -10.725 -16.713 6.362  C127 1.090
139 H -12.244 -17.420 6.922  C127 1.090
140 H -11.850 -15.268 4.965  N128 1.010
141 H -11.438 -14.799 7.416  C129 1.090
142 H -13.164 -14.691 7.483  C129 1.090
143 H -12.332 -12.553 6.984  C130 1.090
144 H -12.923 -13.168 5.462  C130 1.090
145 H -11.227 -11.141 5.085  C132 1.090
146 H -9.487 -11.518 5.344  C132 1.090
147 H -10.571 -11.288 6.722  C132 1.090
148 C -5.155 -22.085 4.881  O149 1.392, H157 1.090, H158 1.090, H159 1.090
149 O -4.877 -20.772 4.515  C148 1.392, C150 1.427
150 C -4.202 -20.019 5.523  O149 1.427, C151 1.523, H160 1.090, H161 1.090
151 C -4.051 -18.572 5.073  C150 1.523, N152 1.452, H162 1.090, H163 1.090
152 N -5.145 -17.698 5.458  C151 1.452, C153 1.476, H164 1.010
153 C -4.922 -16.321 4.977  N152 1.476, C154 1.534, H165 1.090, H166 1.090
154 C -6.222 -15.568 5.289  C153 1.534, O155 1.397, H167 1.090, H168 1.090
155 O -7.298 -16.063 4.549  C154 1.397, C156 1.368
156 C -8.383 -15.239 4.433  O155 1.368, H169 1.090, H170 1.090, H171 1.090
157 H -5.811 -22.132 5.750  C148 1.090
158 H -4.213 -22.597 5.082  C148 1.090
159 H -5.796 -22.473 4.089  C148 1.090
160 H -3.234 -20.462 5.757  C150 1.090
161 H -4.758 -20.183 6.446  C150 1.090
162 H -3.959 -18.468 3.992  C151 1.090
163 H -3.093 -18.179 5.414  C151 1.090
164 H -6.051 -17.967 5.102  N152 1.010
165 H -4.749 -16.232 3.905  C153 1.090
166 H -4.117 -15.846 5.539  C153 1.090
167 H -5.947 -14.519 5.174  C154 1.090
168 H -6.411 -15.618 6.361  C154 1.090
169 H -8.760 -15.002 5.428  C156 1.090
170 H -9.060 -15.826 3.813  C156 1.090
171 H -8.054 -14.311 3.965  C156 1.090
172 C -9.411 -27.069 10.769  O173 1.449, H181 1.090, H182 1.090, H183 1.090
173 O -8.675 -25.832 10.602  C172 1.449, C174 1.440
174 C -9.431 -24.637 10.330  O173 1.440, C175 1.533, H184 1.090, H185 1.090
175 C -8.542 -23.394 10.446  C174 1.533, N176 1.462, H186 1.090, H187 1.090
176 N -7.438 -23.347 9.488  C175 1.462, C177 1.459, H188 1.010
177 C -6.345 -22.525 9.997  N176 1.459, C178 1.541, H189 1.090, H190 1.090
178 C -5.155 -22.373 9.029  C177 1.541, O179 1.444, H191 1.090, H192 1.090
179 O -4.074 -21.683 9.694  C178 1.444, C180 1.392
180 C -2.950 -21.476 8.901  O179 1.392, H193 1.090, H194 1.090, H195 1.090
181 H -8.827 -27.950 11.034  C172 1.090
182 H -9.874 -27.220 9.794  C172 1.090
183 H -10.270 -27.039 11.438  C172 1.090
184 H -10.375 -24.528 10.864  C174 1.090
185 H -9.824 -24.618 9.313  C174 1.090
186 H -8.192 -23.391 11.478  C175 1.090
187 H -9.166 -22.500 10.466  C175 1.090
188 H -7.099 -24.269 9.256  N176 1.010
189 H -6.011 -23.071 10.880  C177 1.090
190 H -6.567 -21.519 10.353  C177 1.090
191 H -5.530 -21.908 8.118  C178 1.090
192 H -4.684 -23.303 8.712  C178 1.090
193 H -3.100 -20.858 8.016  C180 1.090
194 H -2.419 -22.400 8.674  C180 1.090
195 H -2.275 -20.865 9.501  C180 1.090
196 C -17.467 -22.239 3.379  O197 1.382, H205 1.090, H206 1.090, H207 1.090
197 O -16.252 -22.851 3.139  C196 1.382, C198 1.452
198 C -16.432 -24.291 3.154  O197 1.452, C199 1.534, H208 1.090, H209 1.090
199 C -15.048 -24.952 3.211  C198 1.534, N200 1.429, H210 1.090, H211 1.090
200 N -14.330 -24.558 2.040  C199 1.429, C201 1.485, H212 1.010
201 C -12.866 -24.787 2.143  N200 1.485, C202 1.557, H213 1.090, H214 1.090
202 C -12.091 -24.250 0.904  C201 1.557, O203 1.471, H215 1.090, H216 1.090
203 O -12.248 -22.803 0.688  C202 1.471, C204 1.443
204 C -11.509 -21.964 1.600  O203 1.443, H217 1.090, H218 1.090, H219 1.090
205 H -17.815 -22.393 4.400  C196 1.090
206 H -18.318 -22.541 2.768  C196 1.090
207 H -17.362 -21.205 3.050  C196 1.090
208 H -17.022 -24.682 2.325  C198 1.090
209 H -16.931 -24.616 4.066  C198 1.090
210 H -15.196 -26.032 3.210  C199 1.090
211 H -14.500 -24.637 4.099  C199 1.090
212 H -14.354 -23.563 1.866  N200 1.010
213 H -12.671 -25.857 2.214  C201 1.090
214 H -12.440 -24.282 3.010  C201 1.090
215 H -12.548 -24.637 -0.007  C202 1.090
216 H -11.074 -24.642 0.935  C202 1.090
217 H -10.683 -22.530 2.031  C204 1.090
218 H -12.194 -21.731 2.415  C204 1.090
219 H -11.106 -21.039 1.188  C204 1.090
220 C -6.538 -23.800 -0.213  C221 1.487, H226 1.090, H227 1.090, H228 1.090
221 C -6.773 -25.085 0.497  C220 1.487, C222 1.585, N225 1.486, H229 1.090
222 C -7.901 -24.905 1.596  C221 1.585, O223 1.434, H230 1.090, H231 1.090
223 O -7.343 -24.196 2.710  C222 1.434, C224 1.440
224 C -8.344 -23.930 3.712  O223 1.440, H232 1.090, H233 1.090, H234 1.090
225 N -7.106 -26.132 -0.503  C221 1.486, H235 1.010, H236 1.010
226 H -6.375 -22.951 0.452  C220 1.090
227 H -7.384 -23.630 -0.879  C220 1.090
228 H -5.672 -23.859 -0.871  C220 1.090
229 H -5.851 -25.559 0.834  C221 1.090
230 H -8.174 -25.865 2.035  C222 1.090
231 H -8.799 -24.411 1.223  C222 1.090
232 H -7.869 -23.543 4.614  C224 1.090
233 H -8.935 -24.796 4.011  C224 1.090
234 H -9.040 -23.141 3.431  C224 1.090
235 H -6.306 -26.227 -1.114  N225 1.010
236 H -7.083 -26.971 0.059  N225 1.010
237 C -7.921 -19.162 12.492  C238 1.548, H243 1.090, H244 1.090, H245 1.090
238 C -6.959 -18.028 12.061  C237 1.548, C239 1.521, N242 1.465, H246 1.090
239 C -6.299 -18.350 10.729  C238 1.521, O240 1.439, H247 1.090, H248 1.090
240 O -5.675 -17.229 10.076  C239 1.439, C241 1.383
241 C -5.248 -17.444 8.778  O240 1.383, H249 1.090, H250 1.090, H251 1.090
242 N -7.831 -16.857 11.928  C238 1.465, H252 1.010, H253 1.010
243 H -8.653 -19.429 11.729  C237 1.090
244 H -8.516 -18.833 13.343  C237 1.090
245 H -7.263 -20.013 12.665  C237 1.090
246 H -6.257 -17.617 12.787  C238 1.090
247 H -7.094 -18.573 10.016  C239 1.090
248 H -5.627 -19.208 10.730  C239 1.090
249 H -4.530 -16.653 8.560  C241 1.090
250 H -6.092 -17.404 8.090  C241 1.090
251 H -4.687 -18.352 8.554  C241 1.090
252 H -7.243 -16.097 11.616  N242 1.010
253 H -8.519 -16.934 11.192  N242 1.010

ΔE to the lowest compared entry with this formula, charge and spin: 0.000 eV
HOMO: -8.55 eV